Record 1
10
Properties=species:S:1:pos:R:3:mulliken_charge:R:1 method="wB97M-V/def2-TZVPD" lumo_energy_ev=-1.0677 homo_ev=-7.359 gap_ev=6.29 e_tot_ev=-8099.7025
C 1.575 0.548 -0.632 -0.97
C 0.443 -0.067 -0.995 -0.02
O -0.183 -0.881 0.096 0.00
C -1.412 -1.298 -0.017 -0.49
O -1.951 -1.150 1.185 -0.28
H 1.993 1.104 -1.484 0.25
H 0.116 -0.457 -1.964 0.37
H -2.489 -1.922 1.392 0.40
Sr 1.833 1.698 1.592 1.06
H 0.074 2.425 0.827 -0.31

Record 2
14
Properties=species:S:1:pos:R:3:mulliken_charge:R:1 method="wB97M-V/def2-TZVPD" lumo_energy_ev=-0.2595 homo_ev=-9.069 gap_ev=8.81 e_tot_ev=-12686.0169
C 1.023 1.390 0.061 0.30
C 1.034 0.090 0.555 -0.34
C -0.777 -1.593 0.169 0.53
H 1.320 3.181 -0.360 0.33
H 2.265 2.867 1.160 0.22
H 1.676 -0.357 1.288 0.40
H -2.536 -0.851 -0.739 0.38
H -2.564 -2.456 0.102 0.36
N 1.928 2.522 0.301 -0.51
N -0.028 -0.491 -0.143 0.40
N -0.734 0.523 -0.864 -0.48
N -0.065 1.638 -0.621 -0.38
N -1.740 -1.779 -0.781 -0.64
O -0.420 -2.325 1.074 -0.56

Record 3
94
Properties=species:S:1:pos:R:3:mulliken_charge:R:1 method="wB97M-V/def2-TZVPD" lumo_energy_ev=1.9286 charge=-1 homo_ev=-5.636 gap_ev=7.57 e_tot_ev=-119871.8042
C -4.074 -0.665 -0.580 -0.65
O -4.456 -0.004 -1.772 -0.37
C -3.502 0.912 -2.286 -0.56
C -3.470 0.833 -3.813 -0.87
C -2.233 0.103 -4.364 -0.38
C -2.590 -0.713 -5.597 -0.80
C -1.461 -1.598 -6.161 -0.79
C -0.318 -1.916 -5.208 -0.40
C 0.831 -2.615 -5.937 -0.87
C 2.119 -2.658 -5.114 -0.96
C 3.107 -1.523 -5.443 -0.76
Ga 5.045 -2.063 -5.193 -0.02
C 6.050 -2.460 -6.945 -0.63
C 6.905 -1.388 -7.454 0.42
O 8.118 -1.381 -7.527 -0.56
Cl 6.032 0.107 -8.012 -0.26
C 6.019 -0.572 -4.076 0.55
F 7.339 -0.860 -3.835 -0.37
F 6.039 0.625 -4.741 -0.30
C 5.343 -0.278 -2.705 0.62
F 4.556 0.816 -2.804 -0.32
F 4.554 -1.320 -2.338 -0.31
C 6.305 -0.063 -1.525 0.56
F 7.146 0.966 -1.778 -0.26
F 5.597 0.248 -0.401 -0.27
F 7.024 -1.180 -1.261 -0.25
H -3.202 -0.220 -0.117 0.29
H -4.892 -0.595 0.127 0.24
H -3.875 -1.706 -0.806 0.27
H -2.506 0.702 -1.908 0.45
H -3.795 1.910 -1.971 0.29
H -4.378 0.330 -4.121 0.43
H -3.521 1.844 -4.201 0.40
H -1.820 -0.509 -3.575 0.45
H -1.528 0.867 -4.664 0.21
H -2.869 0.000 -6.366 0.14
H -3.477 -1.307 -5.405 0.47
H -1.894 -2.549 -6.453 0.18
H -1.038 -1.173 -7.064 0.48
H -0.644 -2.606 -4.437 0.17
H 0.075 -1.033 -4.717 0.44
H 0.504 -3.625 -6.173 0.39
H 1.029 -2.102 -6.871 0.38
H 2.619 -3.598 -5.328 0.45
H 1.918 -2.657 -4.048 0.27
H 2.918 -1.133 -6.436 0.72
H 2.920 -0.702 -4.752 0.30
H 5.136 -3.402 -4.305 -0.37
H 5.370 -2.766 -7.733 0.41
H 6.718 -3.289 -6.760 0.31
C -5.334 -2.930 4.320 -1.42
C -4.431 -1.735 4.589 -0.38
N -4.965 -0.494 4.066 0.26
C -3.995 0.588 4.042 -0.71
C -3.443 1.089 5.382 -0.87
C -6.297 -0.138 4.519 -0.77
C -6.536 -0.002 6.029 -0.97
H -5.574 -3.003 3.259 0.30
H -4.828 -3.849 4.618 0.44
H -6.267 -2.875 4.883 0.29
H -3.472 -1.917 4.096 0.44
H -4.221 -1.685 5.670 0.25
H -4.425 1.432 3.497 0.32
H -3.148 0.257 3.432 0.34
H -4.173 1.682 5.931 0.24
H -2.580 1.734 5.198 0.26
H -3.107 0.272 6.021 0.28
H -6.995 -0.886 4.133 0.41
H -6.585 0.793 4.024 0.36
H -6.112 -0.838 6.588 0.25
H -7.609 0.010 6.229 0.38
H -6.124 0.922 6.431 0.27
C 1.149 3.822 6.950 -1.41
C 2.275 3.530 5.968 -0.35
N 2.245 2.174 5.459 0.11
C 3.464 1.786 4.770 -0.70
C 3.836 2.526 3.481 -0.94
C 1.001 1.770 4.829 -0.70
C 0.491 2.602 3.644 -0.89
H 1.135 3.084 7.753 0.33
H 1.295 4.808 7.395 0.43
H 0.172 3.824 6.465 0.26
H 3.226 3.667 6.490 0.47
H 2.249 4.285 5.166 0.26
H 3.414 0.714 4.562 0.35
H 4.289 1.903 5.481 0.41
H 3.202 2.237 2.644 0.20
H 4.862 2.282 3.202 0.40
H 3.780 3.609 3.599 0.28
H 0.221 1.762 5.596 0.31
H 1.095 0.727 4.518 0.32
H 0.535 3.673 3.845 0.23
H -0.554 2.351 3.445 0.31
H 1.047 2.402 2.730 0.32